A structure of composition C18H19ClOPY, computed with the ωB97M-V functional and the def2-TZVPD basis.

Computed properties:
- Molecular weight: 406.7 g mol⁻¹
- Total charge: +2
- ΔE to the lowest compared entry with this formula, charge and spin: 0.0 kJ/mol
- Gap between HOMO and LUMO: 6.92 eV
- Spin multiplicity: 1

Each line ends with the natural charge from an NBO analysis.
Atoms and positions in Å:
Y  -1.8133  -2.3636  -1.3109  2.137
Cl  -1.8419  -4.5956  -2.2152  -0.549
P  -0.3327  -0.4963  -0.1800  0.606
C  0.1635  -0.3678  1.5315  -0.304
C  0.1611  0.8976  2.1316  -0.220
C  0.5797  0.9987  3.4579  -0.179
C  0.9307  -0.1417  4.1843  -0.158
C  0.8722  -1.4039  3.5741  -0.189
C  0.4966  -1.5421  2.2375  -0.230
C  1.1315  -1.0205  -1.1610  -0.262
C  0.9583  -1.4481  -2.4915  -0.311
C  2.1026  -1.8595  -3.1915  -0.166
C  3.3663  -1.8834  -2.5912  -0.163
C  3.5082  -1.4778  -1.2548  -0.149
C  2.3956  -1.0186  -0.5512  -0.240
C  -0.8543  1.0700  -0.9221  -0.270
C  -2.1090  1.1698  -1.5436  -0.246
C  -2.3881  2.3541  -2.2448  -0.186
C  -1.4768  3.4254  -2.2790  -0.152
C  -0.2343  3.2914  -1.6446  -0.163
C  0.0972  2.1029  -0.9895  -0.225
H  -0.0086  -1.3190  -3.0295  0.184
H  2.0079  -2.1475  -4.2380  0.249
H  4.2571  -2.1755  -3.1631  0.258
H  4.4936  -1.4787  -0.7793  0.252
H  2.4817  -0.6616  0.4816  0.243
H  -0.1439  1.7649  1.5341  0.236
H  0.6599  1.9810  3.9026  0.246
H  1.3037  -0.0519  5.2058  0.252
H  1.1627  -2.2919  4.1292  0.244
H  0.4747  -2.5218  1.7289  0.212
H  -2.8522  0.3413  -1.4673  0.165
H  -3.3434  2.4565  -2.7587  0.245
H  -1.7376  4.3651  -2.7819  0.258
H  0.4781  4.1176  -1.6386  0.251
H  1.0745  1.9562  -0.5133  0.239
H  -2.6747  3.9426  4.4877  -0.002
H  -2.9883  4.2965  3.9052  0.002
O  -3.2480  -2.7356  0.4693  -1.023
H  -4.2049  -2.5186  0.6171  0.557
H  -2.9056  -3.0105  1.3623  0.554